1.
Density functional theory data (wB97M-V/def2-TZVPD) for a 2-piece molecular cluster, C4H14N3 overall in a non-equilibrium geometry.

Output
* LUMO energy: -3.8 eV
* HOMO: -13.1 eV
* ΔE to the lowest compared entry with this formula, charge and spin: 2.550 eV
* net charge: +1

Atoms and positions in Å:
C  1.102  2.114  -0.873
N  2.518  1.884  -1.034
C  0.355  0.803  -0.958
N  -1.124  1.012  -0.799
H  0.756  2.747  -1.702
H  0.827  2.634  0.065
H  2.988  2.774  -0.902
H  2.878  1.361  -0.237
H  0.648  0.122  -0.158
H  0.502  0.312  -1.919
H  -1.618  0.124  -0.684
H  -1.308  1.541  0.056
H  -1.539  1.508  -1.592
C  -0.814  -2.432  0.318
C  -0.894  -2.416  2.619
N  -0.597  -3.096  1.604
H  0.075  -2.377  -0.308
H  -1.133  -1.387  0.483
H  -1.598  -2.956  -0.225
H  -0.904  -2.924  3.583
H  -1.122  -1.346  2.662

2.
Density functional theory data (wB97M-V/def2-TZVPD) for an isolated ion of composition C4H14N3 and charge +1 in a non-equilibrium geometry.

Output
* LUMO energy (spin up / spin down): -3.0 / -7.5 eV
* HOMO (spin up / spin down): -11.3 / -15.3 eV
* ΔE to the lowest compared entry with this formula, charge and spin: 3.054 eV
* net charge: +1
* <S²>: 2.01
* multiplicity: 3

Atoms and positions in Å:
C  -2.077  0.839  -0.011
C  2.143  0.625  0.176
C  -1.369  -0.336  -0.738
C  0.690  0.805  -0.046
N  0.669  -1.451  -0.941
N  -0.164  -0.833  1.516
N  -0.044  -0.453  -0.158
H  -1.750  1.842  -0.473
H  -3.074  0.719  -0.473
H  -2.215  0.963  1.121
H  2.715  1.624  0.500
H  2.193  0.029  1.043
H  2.666  0.071  -0.672
H  -1.325  0.008  -1.835
H  -1.875  -1.193  -0.604
H  0.566  1.299  -0.927
H  0.269  1.430  0.727
H  -0.054  -2.085  -1.380
H  1.384  -1.967  -0.412
H  0.317  -1.772  1.549
H  0.335  -0.164  2.037

| no. | E_tot (eV) |
| --- | --- |
| 1 | -8837.47303 |
| 2 | -8831.19560 |